Record 1
Here is a molecular structure, C30H43Cl10F3O21 at a distorted geometry from the Open Molecules 2025 dataset. Energies are from wB97M-V/def2-TZVPD.

Highest occupied orbital energy: -8.15 eV
Frontier orbital gap: 0.2830 Eh
Max |F|: 14.00 eV Å⁻¹
LUMO level: -0.45 eV

CARTESIAN COORDINATES (ANGSTROEM)
1 Cl 1.371 -4.737 0.778
2 Cl 2.670 1.746 3.599
3 Cl 2.369 -4.161 -1.886
4 Cl 3.313 1.470 -1.214
5 Cl 1.505 -2.375 5.013
6 Cl 6.293 1.097 -1.240
7 Cl 6.500 0.359 0.921
8 Cl 0.197 0.376 4.144
9 Cl 3.312 -3.327 2.987
10 Cl 3.690 0.851 1.694
11 F -0.966 5.949 2.203
12 F 0.149 2.687 -4.994
13 F -3.995 -1.836 -0.358
14 O -1.052 0.989 1.038
15 O 1.045 1.523 1.180
16 O -1.322 -3.704 0.941
17 O 1.075 -1.018 -1.707
18 O -0.588 1.681 -3.198
19 O -0.614 3.031 1.839
20 O 3.215 -1.042 -1.100
21 O -4.069 3.766 -1.424
22 O -1.125 -2.034 2.453
23 O -0.531 4.721 4.113
24 O 2.559 -2.077 -3.021
25 O -1.923 3.164 3.863
26 O 1.177 1.584 -2.066
27 O -0.658 0.430 -1.376
28 O -1.898 -2.542 -0.468
29 O -1.056 -4.064 -1.954
30 O -2.103 4.520 -0.781
31 O -1.966 -2.138 -2.613
32 O -0.686 3.270 5.827
33 O -3.692 5.987 -1.474
34 O 0.726 -2.642 1.255
35 C 2.395 -1.328 -1.914
36 C -3.287 1.594 -2.129
37 C 1.573 -3.533 -0.458
38 C -1.555 -2.991 -1.678
39 C -0.344 -0.104 0.433
40 C 2.045 -2.140 3.333
41 C 0.986 1.971 4.110
42 C -2.406 -2.518 2.619
43 C 0.163 2.801 -3.698
44 C -1.962 3.123 -0.748
45 C -0.229 1.970 1.392
46 C -0.801 4.682 2.739
47 C 2.097 -0.384 0.681
48 C -2.760 -1.421 -0.581
49 C 5.308 0.306 2.230
50 C -3.288 4.860 -1.255
51 C -2.119 3.978 2.776
52 C -0.499 -2.777 1.479
53 C 1.008 0.546 0.223
54 C 0.359 -1.485 -2.861
55 C 1.387 -2.028 -3.788
56 C -2.603 -3.500 1.485
57 C -2.609 -1.012 -2.022
58 C 4.716 0.421 -1.593
59 C -3.346 2.607 -0.991
60 C 1.539 2.480 -3.155
61 C -3.162 -4.920 1.840
62 C -1.025 3.679 4.677
63 C 0.969 -3.389 -4.412
64 C -0.054 1.204 -2.083
65 H 0.596 -3.132 -0.729
66 H -1.636 2.826 0.249
67 H -0.246 -0.667 -3.251
68 H -0.209 3.741 -3.292
69 H 1.661 -1.260 -4.512
70 H -0.251 -2.334 -2.551
71 H -4.142 -4.734 2.279
72 H 1.231 1.014 -0.736
73 H 1.968 -1.346 0.183
74 H -3.596 -0.746 -2.401
75 H 1.180 -2.386 2.717
76 H -0.739 -0.467 -0.516
77 H -3.153 -1.734 2.494
78 H 0.370 2.583 3.452
79 H -3.075 -2.981 0.651
80 H -1.959 -0.142 -2.108
81 H -3.826 2.117 -0.144
82 H -2.494 -2.913 3.631
83 H -1.246 2.721 -1.465
84 H 1.952 3.437 -2.837
85 H -0.211 -0.885 1.182
86 H -2.911 4.693 2.996
87 H 2.188 -2.757 -0.002
88 H 1.807 -3.873 -4.915
89 H -2.558 -0.547 0.038
90 H 5.662 1.026 2.968
91 H 4.762 0.220 -2.664
92 H -2.379 3.397 1.892
93 H 5.311 -0.709 2.626
94 H -4.247 1.517 -2.640
95 H 4.585 -0.520 -1.060
96 H -2.463 -5.463 2.476
97 H 3.103 -0.062 0.410
98 H 1.161 2.309 5.132
99 H -3.106 0.551 -1.871
100 H 2.396 -1.136 3.092
101 H 0.091 -3.256 -5.044
102 H -0.102 4.083 2.154
103 H -3.288 -5.561 0.968
104 H 0.710 -3.952 -3.515
105 H 2.080 -0.622 1.744
106 H -2.599 1.871 -2.927
107 H 2.203 1.879 -3.777

=====

Record 2
Here is a molecular structure, C30H43Cl5HfP2 at a distorted geometry from the Open Molecules 2025 dataset. Energies are from wB97M-V/def2-TZVPD.

Highest occupied orbital energy (spin up / spin down): -12.04 / -12.04 eV
Frontier orbital gap (spin up / spin down): 0.1140 / 0.1135 Eh
Max |F|: 6.05 eV Å⁻¹
Total charge: +2
LUMO level (spin up / spin down): -8.94 / -8.95 eV

CARTESIAN COORDINATES (ANGSTROEM)
1 Hf -0.971 -0.117 -2.019
2 Cl -1.387 4.776 6.166
3 Cl -1.811 6.389 3.530
4 Cl -1.967 1.761 0.803
5 Cl -2.001 4.862 0.817
6 Cl -1.419 1.643 6.103
7 P -1.976 -2.630 -2.227
8 P 2.342 1.550 1.037
9 C 3.088 -1.973 2.654
10 C -0.549 -2.472 1.951
11 C 3.490 2.840 1.535
12 C 1.451 2.397 -0.383
13 C 3.308 0.342 0.012
14 C -2.157 -0.954 -3.813
15 C 0.594 -0.646 -3.379
16 C -1.714 -3.191 1.381
17 C 0.737 -1.022 3.200
18 C -2.977 -0.609 -0.932
19 C -1.919 4.003 2.291
20 C -1.623 3.953 4.697
21 C 0.819 -2.838 1.802
22 C -1.891 2.603 2.316
23 C 0.887 0.749 -3.602
24 C -2.030 0.541 -3.645
25 C -1.793 -0.690 3.318
26 C -0.226 -3.157 -2.012
27 C -1.729 1.863 3.449
28 C -0.602 -1.328 2.807
29 C -1.798 4.690 3.512
30 C -1.628 2.533 4.651
31 C 1.189 0.093 4.040
32 C 0.208 1.730 -0.874
33 C 0.252 -1.413 -4.651
34 C 0.136 1.766 -4.382
35 C -1.333 1.398 -4.705
36 C -1.261 -1.635 -4.910
37 C 1.608 -1.945 2.565
38 C 1.355 -3.995 1.039
39 H 0.667 -0.823 -5.476
40 H -3.783 -0.554 -1.685
41 H 3.565 0.759 -0.975
42 H 2.861 3.599 2.026
43 H 3.430 -2.590 3.500
44 H 1.338 3.451 -0.102
45 H 0.674 0.929 -1.545
46 H -3.245 -1.236 -3.876
47 H 1.382 -1.113 -2.741
48 H -0.412 2.508 -1.328
49 H 1.602 -4.832 1.713
50 H 0.187 2.742 -3.839
51 H -3.109 -1.579 -0.422
52 H -1.452 -2.727 -4.846
53 H 0.829 -2.344 -4.628
54 H -3.281 0.112 -0.148
55 H -2.010 -3.987 2.088
56 H -2.558 -2.505 1.237
57 H -2.664 -0.863 2.699
58 H 4.164 2.356 2.261
59 H 2.135 0.510 3.674
60 H 0.659 1.993 -5.328
61 H 0.398 -3.099 -2.910
62 H -0.276 -4.226 -1.769
63 H 2.290 -3.704 0.536
64 H -1.413 0.947 -5.713
65 H -1.460 -3.679 0.425
66 H 0.447 0.890 4.074
67 H 0.279 -2.669 -1.168
68 H 2.185 2.348 -1.217
69 H -1.510 -1.304 -5.948
70 H -1.615 0.678 3.338
71 H 1.351 -0.263 5.066
72 H 0.634 -4.357 0.286
73 H -2.945 1.002 -3.234
74 H 3.468 -0.955 2.808
75 H 1.934 1.032 -3.374
76 H 4.032 3.248 0.675
77 H 3.516 -2.395 1.735
78 H 4.222 0.069 0.547
79 H 2.699 -0.571 -0.131
80 H -2.031 -1.006 4.332
81 H -1.889 2.338 -4.761

=====

Record 3
Here is 4 unconnected molecules or ions with the total composition C30H43F3N4O7S2 at a distorted geometry from the Open Molecules 2025 dataset. Energies are from wB97M-V/def2-TZVPD.

SMILES string: C#CCCCc1c(-c2ccncc2)c(S(=O)(=O)C(F)(F)F)c(CON=O)c2nsnc12.CCOCC.CCOCC.CCOCC
Highest occupied orbital energy: -9.18 eV
Relative energy (zero: lowest compared OMol25 entry of this formula, charge and spin): 271.3 kcal per mole
Frontier orbital gap: 0.2514 Eh
Max |F|: 6.42 eV Å⁻¹
LUMO level: -2.34 eV

CARTESIAN COORDINATES (ANGSTROEM)
1 S 4.014 -0.168 -2.161
2 S -1.027 3.237 1.463
3 F -0.712 2.665 4.170
4 F 1.152 3.347 3.003
5 F -0.438 4.946 3.564
6 O 3.311 -0.828 -6.394
7 O -5.675 7.111 1.897
8 O -2.451 2.748 1.642
9 O -1.109 4.528 0.677
10 O 1.078 -6.931 1.824
11 O 3.111 5.776 -2.380
12 O 3.043 4.201 -0.958
13 N 2.951 4.599 -2.283
14 N 2.908 -1.174 -1.273
15 N -3.827 -1.227 3.574
16 N 3.362 1.370 -1.756
17 C 2.677 -0.965 -7.659
18 C 1.933 -1.332 4.831
19 C 0.097 1.964 0.688
20 C 3.489 0.499 -5.917
21 C -0.276 -7.360 1.770
22 C 1.754 -3.069 1.333
23 C -0.126 0.390 0.960
24 C 1.314 2.431 -0.225
25 C -3.958 -1.070 2.155
26 C 1.976 -0.242 -0.620
27 C 0.570 -2.292 0.564
28 C 2.255 -1.712 3.624
29 C -2.560 -0.854 4.125
30 C -5.381 7.601 0.596
31 C 3.454 -0.323 -8.795
32 C -5.176 5.817 2.212
33 C -0.796 -7.884 3.097
34 C -2.755 -0.570 1.304
35 C 2.111 -9.051 1.134
36 C -0.269 3.582 3.171
37 C -1.329 -0.154 1.860
38 C -5.975 6.754 -0.516
39 C 2.182 1.240 -5.697
40 C 2.044 -7.922 2.148
41 C -1.263 -0.311 3.450
42 C 2.776 -2.155 2.170
43 C 1.664 3.961 -0.564
44 C 2.220 1.309 -0.862
45 C 0.805 -0.729 0.321
46 C -3.661 5.730 2.176
47 H 2.363 2.195 -5.197
48 H -0.318 -0.025 4.041
49 H 1.872 -8.307 3.158
50 H -3.325 4.766 2.563
51 H 1.651 -0.584 -7.616
52 H 4.496 -0.655 -8.789
53 H 2.213 -8.656 0.120
54 H -3.281 5.832 1.157
55 H -0.594 -7.170 3.901
56 H 4.008 0.414 -4.958
57 H 2.960 -9.706 1.348
58 H 2.317 -3.784 0.608
59 H 3.720 -2.812 2.364
60 H -0.866 -6.484 1.485
61 H 1.238 -3.782 2.098
62 H -5.846 7.247 -1.482
63 H -5.813 8.604 0.540
64 H 1.722 -0.679 5.763
65 H -0.412 -8.099 0.973
66 H 0.488 -2.776 -0.494
67 H -0.425 -2.554 1.089
68 H 1.679 1.449 -6.645
69 H 4.154 1.058 -6.583
70 H 1.496 0.644 -5.089
71 H -3.213 6.530 2.774
72 H 3.157 -1.216 1.636
73 H -2.919 -0.478 0.160
74 H -0.314 -8.827 3.369
75 H -1.872 -8.063 3.043
76 H -5.631 5.063 1.561
77 H -4.958 -1.317 1.625
78 H 0.921 4.295 -1.397
79 H 3.012 -7.413 2.169
80 H -4.299 7.721 0.467
81 H -7.041 6.581 -0.343
82 H -5.490 5.776 -0.573
83 H 1.204 -9.661 1.158
84 H -5.516 5.596 3.228
85 H 3.005 -0.579 -9.758
86 H 1.388 4.611 0.361
87 H 2.602 -2.039 -7.851
88 H -2.483 -0.968 5.281
89 H 3.458 0.767 -8.708

=====

Record 4
Here is 4 unconnected molecules or ions with the total composition C30H43F3NO9PS6 at a distorted geometry from the Open Molecules 2025 dataset. Energies are from wB97M-V/def2-TZVPD.

SMILES string: O[C@H](Cc1cc2c(cc1CCCS)Sc1c(cccc1P(O)(O)=S)N2)C(F)(F)F.O=S1(=O)CCCC1.O=S1(=O)CCCC1.O=S1(=O)CCCC1
Highest occupied orbital energy: -7.91 eV
Relative energy (zero: lowest compared OMol25 entry of this formula, charge and spin): 0.0 kcal per mole
Frontier orbital gap: 0.2999 Eh
Max |F|: 1.23 eV Å⁻¹
LUMO level: 0.25 eV

CARTESIAN COORDINATES (ANGSTROEM)
1 S 0.712 5.953 -5.748
2 S 2.578 3.028 -4.203
3 S -5.342 -3.925 -0.208
4 S -0.371 -5.218 -1.069
5 S -1.466 5.392 5.010
6 S 1.843 2.132 -0.599
7 P 3.732 1.839 -3.238
8 F 0.621 -2.564 5.855
9 F 1.071 -1.337 7.557
10 F 2.605 -2.553 6.683
11 O -6.192 -4.881 -0.869
12 O 4.596 2.559 -2.094
13 O 0.484 4.742 -6.493
14 O 2.944 0.152 6.020
15 O 0.760 -5.226 -1.965
16 O -4.450 -3.079 -0.961
17 O 0.245 6.093 -4.394
18 O 4.837 1.191 -4.220
19 O -0.427 -4.294 0.038
20 N 0.488 -0.502 0.232
21 C 0.890 0.382 1.279
22 C 2.880 0.419 -2.509
23 C -4.890 -4.176 2.410
24 C 1.837 2.413 2.131
25 C 1.890 3.008 4.564
26 C 2.449 6.370 -5.840
27 C 0.748 0.206 5.064
28 C -2.013 -7.317 -1.010
29 C 0.644 -0.004 2.595
30 C -0.642 -6.892 -0.468
31 C -6.335 -3.699 2.207
32 C 1.545 -1.776 6.402
33 C -1.873 -5.100 -2.027
34 C 2.314 -1.924 -2.657
35 C 1.550 2.056 3.451
36 C 2.564 7.224 -7.098
37 C 1.947 -0.668 5.455
38 C 2.064 0.558 -1.376
39 C 0.123 7.343 -6.731
40 C 0.312 5.008 4.871
41 C -6.338 -2.926 0.892
42 C 1.512 1.597 1.054
43 C 1.373 -0.552 -0.888
44 C 1.530 -1.784 -1.523
45 C -2.248 -6.550 -2.318
46 C 0.649 3.574 5.294
47 C 1.363 8.179 -7.072
48 C -4.414 -4.774 1.081
49 C 2.987 -0.819 -3.156
50 C 0.971 0.801 3.686
51 H -0.126 -0.434 4.994
52 H 1.236 8.697 -8.022
53 H 0.784 5.723 5.535
54 H 2.514 6.588 -7.984
55 H -1.693 -4.509 -2.921
56 H 0.592 0.956 5.824
57 H 3.499 -0.379 6.599
58 H 0.627 5.203 3.852
59 H -0.348 6.933 -7.623
60 H 2.695 6.941 -4.945
61 H -3.281 -6.631 -2.654
62 H -0.608 7.895 -6.147
63 H -5.843 -1.961 0.995
64 H 1.518 8.938 -6.303
65 H 4.935 1.902 -1.469
66 H 2.374 -2.892 -3.124
67 H -0.214 2.956 5.079
68 H 2.294 -1.162 4.548
69 H -4.259 -3.326 2.678
70 H -2.618 -4.613 -1.401
71 H -1.605 -6.951 -3.104
72 H 0.196 -0.974 2.757
73 H 5.198 0.370 -3.863
74 H -2.791 -7.054 -0.290
75 H 0.162 -7.512 -0.859
76 H -2.057 -8.395 -1.159
77 H -4.649 -5.834 1.005
78 H 3.032 5.453 -5.869
79 H -6.676 -3.078 3.032
80 H 3.563 -0.927 -4.060
81 H 1.018 -2.647 -1.134
82 H -7.326 -2.797 0.457
83 H -0.445 -0.255 -0.086
84 H -3.350 -4.612 0.911
85 H 2.425 3.852 4.140
86 H -4.815 -4.905 3.215
87 H -7.004 -4.559 2.134
88 H 0.791 3.548 6.370
89 H 2.522 2.488 5.275
90 H 2.309 3.371 1.966
91 H 3.510 7.764 -7.126
92 H -1.962 4.254 4.512
93 H -0.605 -6.880 0.618

=====

Record 5
Here is a molecular structure, C30H43FFeN5O8P from the Open Molecules 2025 dataset. Energies are from wB97M-V/def2-TZVPD.

Highest occupied orbital energy (spin up / spin down): -6.91 / -6.96 eV
Relative energy (zero: lowest compared OMol25 entry of this formula, charge and spin): 0.0 kcal per mole
Frontier orbital gap (spin up / spin down): 0.2449 / 0.2466 Eh
Max |F|: 0.61 eV Å⁻¹
Spin multiplicity: 5
LUMO level (spin up / spin down): -0.25 / -0.25 eV

CARTESIAN COORDINATES (ANGSTROEM)
1 Fe 0.176 1.039 1.106
2 P -1.533 -2.751 -1.005
3 F 5.411 0.523 4.211
4 O 2.620 -1.800 -2.398
5 O 5.343 -0.696 -1.899
6 O 5.097 1.542 -0.095
7 O 0.797 -0.248 -0.565
8 O 2.200 1.627 0.799
9 O 0.706 1.529 3.236
10 O -0.703 2.952 1.186
11 O -1.421 4.824 2.191
12 N 7.250 2.225 0.999
13 N -1.945 0.713 0.532
14 N -0.181 -0.942 2.048
15 N 6.832 3.022 3.738
16 N 2.501 5.160 3.685
17 C 4.739 1.699 4.056
18 C 1.246 5.042 3.173
19 C -2.810 0.576 1.713
20 C 1.249 2.649 3.295
21 C 3.678 7.084 2.646
22 C 0.048 -3.698 -0.994
23 C 3.388 1.625 3.921
24 C 7.102 1.208 2.094
25 C 6.650 3.548 1.358
26 C 4.659 4.070 4.002
27 C 0.092 -5.063 -1.671
28 C 7.550 1.789 3.432
29 C 2.029 -0.112 -0.762
30 C 2.628 2.779 3.754
31 C -1.784 -2.434 -2.803
32 C -2.609 -0.758 2.422
33 C 3.053 6.496 3.902
34 C 4.296 -0.309 -1.426
35 C 5.438 2.922 3.982
36 C -3.371 -4.897 -1.777
37 C 4.150 0.824 -0.468
38 C 3.264 4.019 3.856
39 C -0.636 3.896 2.044
40 C 2.778 0.878 -0.056
41 C -1.244 -0.963 3.066
42 C 0.629 3.870 2.885
43 C -2.835 -4.028 -0.639
44 C -0.826 -1.372 -3.341
45 C 7.178 4.003 2.704
46 C 2.917 -0.886 -1.655
47 H 3.771 6.439 4.720
48 H 6.725 1.867 0.175
49 H -4.098 -5.618 -1.399
50 H 7.386 1.045 4.206
51 H -1.042 -0.164 3.782
52 H -1.251 -1.912 3.613
53 H 0.215 -1.681 -3.244
54 H 7.665 0.325 1.798
55 H -2.819 -2.098 -2.916
56 H -0.172 -4.996 -2.727
57 H -2.145 1.589 0.063
58 H -3.373 -0.843 3.199
59 H 2.899 0.662 3.868
60 H -0.453 -1.500 1.238
61 H 4.488 6.455 2.272
62 H 0.730 5.971 2.960
63 H -2.571 1.405 2.384
64 H 8.262 4.145 2.711
65 H 2.236 7.128 4.249
66 H -2.580 -5.453 -2.277
67 H 1.098 -5.483 -1.617
68 H -0.588 -5.774 -1.198
69 H -1.025 -1.176 -4.396
70 H 4.078 8.078 2.848
71 H -3.868 0.673 1.448
72 H -1.692 -3.360 -3.376
73 H -2.419 -4.658 0.154
74 H 5.155 5.028 4.021
75 H -2.063 -0.068 -0.108
76 H 5.576 3.374 1.402
77 H 0.348 -3.789 0.056
78 H 8.619 2.020 3.428
79 H 6.863 4.236 0.542
80 H 8.238 2.348 0.780
81 H -3.668 -3.492 -0.176
82 H 0.782 -3.026 -1.447
83 H -0.928 -0.435 -2.791
84 H -2.793 -1.576 1.715
85 H 6.044 0.966 2.099
86 H 0.686 -1.323 2.406
87 H -3.873 -4.292 -2.532
88 H 2.935 7.170 1.853
89 H 6.737 4.970 2.918